{
  "formula": "C5H6ClN2",
  "method": "ωB97M-V/def2-TZVPD",
  "species": ["C", "C", "C", "C", "C", "N", "N", "Cl", "H", "H", "H", "H", "H", "H"],
  "coordinates": [[0.07097, 1.62253, 0.57034], [-1.59063, 0.21103, -0.38922], [1.29393, 1.15662, 0.26849], [2.48222, 0.97517, -0.22769], [0.08751, -1.29708, 0.24957], [-1.02435, 1.32253, -0.14695], [-1.16346, -0.99205, 0.16338], [3.50416, -0.36289, -0.05903], [-0.06068, 2.38747, 1.31477], [-2.57487, 0.02174, -0.85504], [2.85602, 1.71888, -0.89158], [0.64960, -0.67011, -0.46926], [0.36772, -2.03836, 0.95308], [-1.87985, -1.50046, 0.52565]],
  "forces_ev_per_a": [[2.1609, -0.5576, -0.1710], [-0.8409, 1.0907, -0.2487], [-0.6958, 0.1906, 0.6820], [-0.5736, 0.3493, -0.0776], [-0.4490, 1.5048, -1.1154], [-2.3558, -0.7940, -1.0944], [2.8612, 1.1513, -0.9748], [0.1880, -0.5354, 0.3893], [-0.0611, 0.1656, 0.3341], [0.5387, 1.1519, -0.1278], [0.3173, 0.5085, -0.5011], [0.4794, -1.2621, 0.8871], [0.7379, -0.7666, 0.1698], [-2.3072, -2.1968, 1.8486]],
  "largest_force_ev_per_a": 3.7,
  "total_charge": 1,
  "relative_energy_kcal_mol": 47.3,
  "homo_ev": [-13.72, -13.72],
  "e_lumo_ha": [-0.2074, -0.2074],
  "multiplicity": 1
}

{
  "formula": "C43H43IrN5O2",
  "method": "ωB97M-V/def2-TZVPD",
  "species": ["Ir", "O", "C", "O", "C", "C", "C", "C", "C", "C", "N", "C", "C", "C", "C", "C", "C", "N", "H", "H", "H", "H", "H", "H", "H", "H", "H", "H", "C", "C", "C", "C", "C", "C", "C", "C", "C", "C", "C", "C", "N", "C", "C", "C", "C", "C", "N", "C", "C", "C", "C", "H", "H", "H", "H", "H", "H", "H", "H", "H", "H", "H", "H", "H", "H", "H", "H", "H", "H", "H", "H", "H", "H", "H", "H", "H", "H", "H", "H", "H", "N", "C", "C", "C", "C", "C", "C", "C", "C", "C", "H", "H", "H", "H"],
  "coordinates": [[-0.17504, -0.82766, -0.56846], [-2.56775, 4.08729, -5.78128], [-2.55262, 2.81466, -6.15640], [-3.06934, 2.44677, -7.17528], [-1.87380, 1.83485, -5.24977], [-2.17057, 0.47877, -5.43108], [-1.63291, -0.47636, -4.60632], [-0.73685, -0.11076, -3.57463], [-0.39427, 1.25084, -3.45120], [-0.95668, 2.20404, -4.26341], [-0.23711, -1.03058, -2.70029], [-0.10749, -2.32721, -3.05387], [-0.01338, -3.32484, -2.08246], [0.02327, -4.70734, -2.39046], [0.15528, -5.62034, -1.37733], [0.26059, -5.16378, -0.05526], [0.17244, -3.80841, 0.18508], [0.02159, -2.90334, -0.77594], [-2.13129, 4.26367, -4.93743], [-2.84890, 0.20737, -6.22489], [-1.90090, -1.51299, -4.74228], [0.32196, 1.53173, -2.69753], [-0.65726, 3.23471, -4.12957], [-0.03235, -2.58365, -4.10163], [-0.04812, -5.01230, -3.42208], [0.18194, -6.67763, -1.58688], [0.41048, -5.84847, 0.76206], [0.23427, -3.41468, 1.19010], [1.21727, -2.55382, 3.91474], [2.23442, -1.54105, 4.43269], [1.62972, -0.67584, 5.55855], [3.02034, -0.72852, 3.42175], [4.22586, -0.24093, 3.90299], [5.17997, 0.30432, 3.06593], [4.98220, 0.23899, 1.69200], [3.80239, -0.22678, 1.14224], [3.76999, -0.31285, -0.36130], [3.30671, 1.00961, -0.97641], [2.97558, -1.49055, -0.90002], [2.71902, -0.53579, 2.02212], [1.42537, -0.53481, 1.59490], [0.52725, -0.12484, 2.45980], [-0.84592, -0.27303, 2.29210], [-1.86899, -0.05673, 3.26154], [-3.04047, -0.43782, 2.67015], [-2.73265, -0.85464, 1.33659], [-1.41515, -0.77569, 1.14134], [-3.71763, -1.26106, 0.28751], [-3.38150, -2.66067, -0.24434], [-3.62677, -0.23213, -0.85278], [-5.14763, -1.26637, 0.83506], [1.04117, -3.28735, 4.69733], [1.59741, -3.07745, 3.04126], [0.25471, -2.11084, 3.67414], [3.02002, -2.13801, 4.91369], [0.65416, -0.27948, 5.28449], [2.28415, 0.15495, 5.81360], [1.49489, -1.28835, 6.44599], [4.43734, -0.32858, 4.95845], [6.10371, 0.68205, 3.47132], [5.77722, 0.54881, 1.03105], [4.81137, -0.46135, -0.66890], [2.25035, 1.16069, -0.75881], [3.45084, 0.99032, -2.05354], [3.86870, 1.84543, -0.56633], [1.90463, -1.21148, -0.96967], [3.07432, -2.36078, -0.25658], [3.31253, -1.75686, -1.89891], [0.85535, 0.36983, 3.36966], [-1.72280, 0.30268, 4.26339], [-4.02101, -0.43583, 3.10372], [-2.41637, -2.67476, -0.74492], [-4.14067, -2.95954, -0.96042], [-3.36723, -3.38831, 0.56343], [-2.61226, -0.19971, -1.26608], [-3.87584, 0.75949, -0.48317], [-4.31757, -0.49598, -1.64766], [-5.25667, -1.98901, 1.64039], [-5.83812, -1.54603, 0.04349], [-5.43042, -0.28026, 1.19451], [0.18224, 9.04552, 0.47075], [0.11109, 7.90679, 0.38048], [0.04617, 6.49900, 0.25548], [0.61952, 5.88571, -0.86957], [0.55905, 4.52076, -1.01214], [-0.07591, 3.73672, -0.02629], [-0.64797, 4.36216, 1.10006], [-0.58385, 5.72755, 1.24264], [-0.12028, 2.34393, -0.16601], [-0.15163, 1.13561, -0.37723], [1.10169, 6.50263, -1.61297], [1.00746, 4.03991, -1.86962], [-1.13828, 3.75793, 1.84898], [-1.01777, 6.21813, 2.10185]],
  "forces_ev_per_a": [[-0.7703, 1.0399, -1.0351], [-0.0719, 0.9949, 0.0251], [0.0825, -1.0722, -0.2974], [-0.0245, 0.3722, 0.1774], [0.1668, -0.1741, 0.1696], [0.0087, 0.6929, -0.0558], [0.5988, -0.1083, 0.6256], [-0.6991, 1.6819, -1.4044], [0.1137, -0.8354, 0.1693], [-0.4418, -0.1345, -0.3680], [0.4210, -0.9907, 2.5106], [0.0654, -0.0143, -0.2034], [-0.0292, -0.2473, -0.2373], [0.1345, 0.1563, 0.2425], [-0.0147, 0.1870, -0.1894], [0.0015, 0.4489, 0.1816], [0.0753, -0.7526, 0.5583], [-0.1147, 0.4087, -0.4261], [-0.1225, -0.2714, -0.1532], [-0.0787, -0.0074, -0.0595], [-0.0940, -0.0963, 0.0292], [0.0803, 0.0327, 0.0103], [0.0400, 0.0915, -0.0181], [-0.0621, -0.0178, -0.0799], [-0.0094, -0.0434, -0.0999], [0.0111, -0.1040, -0.0648], [-0.0396, -0.0490, 0.1089], [-0.0649, 0.0007, 0.1068], [0.2167, 0.0073, 0.0208], [-0.2690, -0.0846, -0.1267], [0.2918, -0.0445, 0.0377], [-2.0541, -0.7677, -1.6548], [1.8442, 0.6050, 0.2490], [0.4600, -0.0408, -0.6235], [2.0222, 0.7320, 2.0489], [-2.4378, -0.6591, -1.0864], [0.1346, -0.5797, 0.1121], [-0.0916, 0.3432, 0.2879], [-0.4341, 0.1163, 0.0074], [0.8405, 0.5084, 1.4760], [-1.5696, -0.5158, -0.1596], [1.4480, 0.2367, -0.1994], [-1.0197, -0.2684, -0.5698], [-0.7699, -0.0399, 0.0584], [0.5648, 0.5179, 1.2357], [0.3392, -0.3487, -1.0688], [0.7583, -0.2336, -0.3130], [-0.2158, -0.0525, -0.2658], [0.2152, 0.0670, 0.0711], [0.3985, 0.0481, 0.0392], [0.2581, 0.0199, 0.0990], [-0.0116, -0.0728, 0.0605], [-0.0095, -0.1026, -0.1179], [-0.0439, -0.0446, 0.0224], [0.1010, 0.0465, 0.0219], [-0.0174, 0.0288, -0.0772], [-0.0400, 0.1061, 0.1558], [-0.0032, -0.0227, 0.0610], [-0.0100, 0.0794, 0.1788], [0.1081, 0.0767, 0.0074], [0.0723, 0.1050, -0.1175], [0.0498, 0.0774, 0.1382], [0.0140, 0.0621, -0.0279], [0.0510, -0.0950, -0.0744], [0.0507, 0.1864, -0.0662], [0.8909, -0.3078, -0.0706], [-0.0793, -0.1908, -0.0113], [0.0255, 0.0454, -0.0698], [-0.0424, 0.0052, 0.0742], [-0.0021, 0.0792, 0.1417], [-0.1531, 0.0199, 0.0830], [-0.0085, -0.0305, -0.0295], [-0.1173, -0.0125, -0.0807], [-0.0080, -0.1488, 0.0717], [-0.2908, 0.0587, -0.0631], [-0.0483, 0.1715, -0.0572], [-0.1185, -0.0679, -0.0556], [-0.0814, -0.0695, 0.1186], [-0.0067, 0.0032, -0.0585], [-0.1243, 0.0945, 0.0570], [0.0110, 0.4979, 0.0565], [0.0362, 0.2875, 0.0651], [-0.0329, -1.0438, -0.1526], [-0.1324, 0.3113, 0.2457], [-0.1579, -0.2501, 0.3014], [0.0586, 0.7792, 0.1236], [0.1931, -0.2132, -0.2808], [0.0985, 0.3444, -0.2121], [-0.1065, -0.5572, -0.0302], [-0.1794, -0.9283, -0.1737], [0.0314, 0.0154, -0.0538], [-0.0043, -0.0419, -0.0510], [-0.0315, -0.0474, 0.0323], [-0.0236, 0.0100, 0.0166]],
  "s2": 8.8793,
  "largest_force_ev_per_a": 3.0,
  "total_charge": 2,
  "homo_ev": [-11.23, -12.89],
  "e_lumo_ha": [-0.2402, -0.3745],
  "multiplicity": 6
}

{
  "formula": "C35H52AsCrOP3",
  "method": "ωB97M-V/def2-TZVPD",
  "species": ["Cr", "P", "P", "P", "H", "C", "C", "H", "C", "C", "C", "C", "C", "C", "C", "C", "C", "H", "H", "H", "H", "H", "H", "H", "H", "H", "H", "H", "H", "H", "H", "H", "H", "H", "H", "H", "H", "H", "H", "H", "H", "H", "H", "H", "H", "H", "C", "C", "C", "C", "C", "C", "O", "H", "H", "H", "H", "H", "H", "C", "C", "C", "C", "C", "C", "As", "C", "C", "C", "C", "C", "C", "C", "C", "C", "C", "C", "C", "H", "H", "H", "H", "H", "H", "H", "H", "H", "H", "H", "H", "H", "H", "H"],
  "coordinates": [[-0.03287, 1.17604, -0.27443], [-2.47779, 1.82688, -0.30061], [-0.25379, 1.23093, -2.92409], [-0.15456, 1.16610, 2.19185], [0.31797, 3.69928, -1.48157], [0.65822, 3.08765, -0.64330], [1.71019, 2.09483, -0.86990], [1.95433, 1.64863, -1.84450], [-2.76155, 3.62818, -0.21290], [-3.56289, 1.34005, -1.69356], [-3.61559, 1.32249, 1.03278], [1.28535, 0.98335, -3.90587], [-1.28031, 0.01627, -3.80364], [-0.86212, 2.79549, -3.67583], [1.34554, 0.66663, 3.08859], [-1.39129, 0.15519, 3.09256], [-0.49248, 2.86377, 2.77411], [0.72492, 3.65708, 0.28552], [2.66733, 2.25959, -0.35991], [-3.84451, 3.80868, -0.23559], [-2.28461, 4.13445, -1.05543], [-2.34927, 4.01627, 0.72402], [-4.57773, 1.69195, -1.46096], [-3.59572, 0.25058, -1.80340], [-3.24544, 1.80218, -2.63296], [-3.43090, 1.87764, 1.95764], [-3.53527, 0.24781, 1.21146], [-4.64255, 1.53536, 0.70773], [0.99836, 0.57268, -4.88022], [1.97978, 0.28743, -3.42249], [1.77453, 1.95144, -4.05515], [-1.75393, 0.51032, -4.65857], [-2.03634, -0.40844, -3.14409], [-0.62107, -0.78260, -4.15704], [-0.07845, 3.20158, -4.32747], [-1.13258, 3.53366, -2.91601], [-1.75267, 2.57443, -4.27759], [1.10227, 0.10209, 3.99737], [1.93036, 1.55351, 3.35588], [1.97718, 0.02962, 2.46126], [-1.06500, 0.06744, 4.13838], [-1.44926, -0.85252, 2.66170], [-2.38289, 0.61549, 3.07648], [0.02859, 3.00458, 3.72973], [-1.56879, 3.02864, 2.91754], [-0.12154, 3.60745, 2.06031], [4.90219, 1.20253, 1.57861], [3.80196, 2.04140, 1.77178], [3.86758, 3.11314, 2.64951], [4.87339, 3.11678, 3.61852], [5.86301, 2.12722, 3.58190], [5.93357, 1.19944, 2.53364], [4.84898, 0.37309, 0.46242], [4.97451, 0.94166, -0.30182], [2.88373, 1.78825, 1.24940], [3.12312, 3.90407, 2.59363], [4.89472, 3.90441, 4.36985], [6.58254, 2.05987, 4.39448], [6.74939, 0.47462, 2.44821], [2.44740, -4.08135, -2.86763], [2.83039, -2.77985, -2.51733], [1.99095, -1.98673, -1.72232], [0.73624, -2.48338, -1.33531], [0.40379, -3.81558, -1.59778], [1.24561, -4.60903, -2.38754], [-0.48636, -1.35211, -0.28098], [-2.22871, -2.09021, -0.92636], [-3.37703, -2.01739, -0.11769], [-4.63320, -2.37216, -0.62617], [-4.75897, -2.79705, -1.95230], [-3.61950, -2.90795, -2.75282], [-2.36019, -2.58951, -2.23012], [-0.24250, -2.51180, 1.31789], [-1.22619, -3.35997, 1.84153], [-1.00862, -4.01684, 3.06005], [0.21487, -3.88759, 3.72074], [1.24152, -3.12992, 3.14190], [1.02344, -2.47625, 1.92331], [3.09471, -4.68920, -3.50417], [3.79122, -2.38074, -2.85767], [2.32604, -0.99692, -1.39441], [-0.51763, -4.23928, -1.19829], [0.95362, -5.63312, -2.62492], [-3.28620, -1.72765, 0.93156], [-5.50791, -2.31277, 0.02662], [-5.74159, -3.05843, -2.35002], [-3.70799, -3.24267, -3.78901], [-1.48101, -2.72859, -2.86206], [-2.15540, -3.52651, 1.30208], [-1.80424, -4.63718, 3.47999], [0.37909, -4.39355, 4.67483], [2.21601, -3.05302, 3.63180], [1.84851, -1.94233, 1.44466]],
  "forces_ev_per_a": [[-0.5209, -0.8497, -0.8469], [-0.7663, 0.8044, -0.0301], [-0.0074, -0.2922, -0.6455], [-0.1517, 0.2859, 0.7324], [-0.4901, -0.4610, 0.2798], [1.6922, -0.1533, -0.7604], [0.1845, 1.9485, -0.1677], [-0.4905, 0.6433, 0.3109], [0.1440, -0.0522, -0.1276], [0.1472, -0.0361, -0.2823], [-0.0085, -0.3079, 0.3223], [0.2106, 0.1560, 0.2124], [-0.2575, -0.3602, 0.2629], [-0.2005, 0.2348, 0.2944], [0.5571, -0.2196, -0.0501], [-0.2405, -0.0734, -0.0396], [0.0252, 0.1812, 0.1385], [0.2463, -0.0646, -0.2766], [-0.8542, -0.5611, 0.5770], [0.2734, 0.0329, -0.0075], [-0.0968, 0.0495, 0.1535], [-0.0555, 0.0156, -0.1912], [0.3111, -0.0343, -0.0827], [0.0034, 0.1872, -0.0049], [-0.0544, -0.1395, 0.1184], [-0.0362, -0.1126, -0.2062], [-0.1209, 0.2697, 0.1148], [0.2935, 0.0194, 0.0669], [0.0842, 0.1869, 0.1547], [-0.1254, 0.0965, -0.1644], [0.0918, -0.2611, 0.0256], [0.0955, -0.2870, 0.0994], [-0.0072, 0.0813, -0.3499], [-0.2475, 0.0064, 0.0348], [-0.2775, 0.0101, 0.1913], [0.0581, -0.0160, -0.2811], [0.2848, 0.1649, 0.1261], [-0.0812, 0.2484, -0.2071], [-0.0746, -0.2630, -0.0458], [0.0258, 0.2196, 0.1861], [-0.0971, 0.0677, -0.3100], [-0.0787, 0.2519, 0.2162], [0.3170, -0.2321, 0.0286], [-0.2522, 0.0660, -0.1505], [0.2935, -0.0679, -0.0092], [-0.0625, -0.1717, 0.2816], [-0.3426, 0.4045, 0.9425], [0.4272, 0.0730, -0.3542], [0.0777, -0.3599, 0.6169], [0.2068, 0.1539, -0.4327], [-0.1860, -0.2204, 0.0496], [-0.4096, -0.0651, -0.5703], [0.1838, -0.4086, 0.3856], [0.1658, -0.0431, -0.1243], [0.4964, 0.4593, -0.1055], [-0.0525, -0.1839, 0.3244], [0.0944, -0.2378, -0.1405], [0.0195, 0.1600, -0.2763], [-0.2629, 0.3662, 0.0681], [-0.2511, -0.1722, -0.0074], [-0.1186, 0.6183, 0.3890], [0.4330, -0.1929, -0.2486], [0.4938, 0.5521, 0.5482], [0.0274, -0.8646, -0.1915], [-0.2201, 0.2662, 0.1355], [-1.0368, -2.3577, -0.4821], [-0.2254, 0.1545, 0.0945], [0.0625, 0.0198, -0.1789], [0.2690, 0.0178, 0.1386], [0.1184, 0.0823, 0.0738], [0.0174, -0.0127, 0.2676], [0.0292, 0.1159, -0.1626], [-0.0696, 0.2260, -0.7491], [-0.4082, -1.0899, 0.8389], [-1.0993, 0.3091, -1.2618], [0.5482, 0.1389, 0.3534], [0.3641, 0.6820, -0.7467], [1.2479, -0.4182, 1.1974], [-0.1803, 0.1933, 0.2645], [-0.3837, -0.1619, 0.1393], [-0.1229, -0.2543, -0.2255], [0.2134, 0.0713, -0.1802], [0.1246, 0.3051, 0.1005], [-0.1449, 0.0509, -0.3281], [0.2825, -0.0593, -0.2600], [0.3260, 0.0982, 0.1095], [0.0711, 0.0214, 0.3807], [-0.3507, 0.1764, 0.1448], [0.1845, 0.0727, 0.2286], [0.2909, 0.2046, -0.1235], [-0.0166, 0.0865, -0.3245], [-0.3510, -0.0653, -0.1951], [-0.2262, -0.1238, 0.1863]],
  "s2": 4.2027,
  "largest_force_ev_per_a": 2.6,
  "total_charge": 3,
  "relative_energy_kcal_mol": 0.0,
  "homo_ev": [-15.18, -15.18],
  "e_lumo_ha": [-0.3704, -0.4687],
  "multiplicity": 4
}